The following is a DFT calculation (ωB97M-V/def2-TZVPD) of a 6-piece molecular cluster, CH14O5 overall.

Computed properties:
Largest force on an atom ... 6.75 eV/Å
SMILES string ... C.O.O.O.O.O
ΔE to the lowest compared entry with this formula, charge and spin ... 42.8 kcal/mol
Orbital gap ... 11.09 eV
HOMO ... -0.389 hartree

The geometry in ORCA input format:
```
! wB97M-V def2-TZVPD RIJCOSX def2/J DEFGRID3
* xyz 0 1
C 1.275 1.149 1.831
H 1.240 2.159 1.775
H 1.575 0.608 0.825
H 0.328 1.023 2.247
H 2.094 0.886 2.622
H 0.153 -0.162 -0.655
H -0.586 0.130 -2.031
O -0.557 0.384 -1.143
H -2.004 -2.169 -1.453
H -1.728 -2.058 -0.035
O -1.341 -2.363 -0.869
H 1.384 2.825 -0.705
H 0.609 1.616 -1.183
O 1.428 2.074 -1.131
H -3.207 -0.611 1.120
H -2.549 0.128 -0.061
O -3.099 -0.622 0.238
H 1.030 -2.112 -0.618
H 2.428 -1.550 -0.501
O 1.529 -1.337 -0.271
*
```

---

The following is a DFT calculation (ωB97M-V/def2-TZVPD) of a 6-piece molecular cluster, CH14O5S overall.

Computed properties:
Largest force on an atom ... 5.48 eV/Å
SMILES string ... CS.O.O.O.O.O
ΔE to the lowest compared entry with this formula, charge and spin ... 49.6 kcal/mol
Orbital gap ... 9.23 eV
HOMO ... -0.333 hartree

The geometry in ORCA input format:
```
! wB97M-V def2-TZVPD RIJCOSX def2/J DEFGRID3
* xyz 0 1
C -0.558 -0.863 -3.264
S -1.631 -1.533 -1.875
H -0.695 -1.808 -3.933
H 0.464 -0.787 -2.900
H -1.004 -0.016 -3.642
H -1.695 -2.903 -2.118
H -1.069 1.004 1.624
H -0.909 2.689 1.352
O -0.796 1.705 0.954
H -2.728 0.054 2.076
H -2.274 -1.250 1.506
O -3.057 -0.709 1.581
H 3.207 1.031 -1.219
H 2.466 2.068 -0.532
O 3.057 1.982 -1.374
H 1.671 2.755 3.187
H 2.761 1.904 3.369
O 1.812 1.805 3.201
H 0.755 -2.611 1.300
H 0.264 -2.228 -0.127
O -0.041 -2.289 0.835
*
```

---

The following is a DFT calculation (ωB97M-V/def2-TZVPD) of a 6-piece molecular cluster, CH14O5S2 overall.

Computed properties:
Largest force on an atom ... 1.63 eV/Å
ΔE to the lowest compared entry with this formula, charge and spin ... 3.8 kcal/mol
Orbital gap (alpha / beta) ... 8.81 / 5.76 eV
HOMO (alpha / beta) ... -0.505 / -0.505 hartree

The geometry in ORCA input format:
```
! wB97M-V def2-TZVPD RIJCOSX def2/J DEFGRID3
* xyz 1 2
C 1.746 -2.000 -3.409
S 1.321 -2.894 -1.872
S -0.426 -1.922 -1.567
H 2.215 -2.762 -4.028
H 2.512 -1.313 -3.041
H 0.987 -1.404 -3.909
H -0.702 -2.209 -0.272
H -3.425 1.135 2.688
H -4.020 1.970 1.622
O -3.285 1.352 1.755
H 1.354 1.461 -2.109
H 0.049 0.484 -2.243
O 0.810 0.885 -2.656
H -0.391 2.520 -0.413
H -1.682 2.898 0.148
O -0.928 3.310 -0.293
H 1.907 -2.596 4.849
H 1.738 -1.358 4.041
O 2.031 -2.272 3.943
H -1.075 0.974 2.204
H -0.520 2.321 2.372
O -0.217 1.418 2.191
*
```